Version i
ORCA calculation (the ωB97M-V functional and the def2-TZVPD basis) on a cluster of 2 separate species, C3H7O in total.

```
! wB97M-V def2-TZVPD RIJCOSX def2/J DEFGRID3
* xyz -1 1
C 1.3348 0.3812 -0.0316
O 0.7234 0.3151 -1.1381
C 2.7069 0.3449 0.2577
C -2.3725 -0.4171 -0.1673
H 0.6483 0.5373 0.9103
H 3.4365 0.2499 -0.5571
H 3.0652 0.3775 1.2928
H -2.6985 -1.4928 0.0997
H -1.6595 -0.4792 -0.9260
H -3.2889 0.1742 -0.4610
H -1.8956 0.0089 0.7206
*
```

Calculated values
Orbital gap, eV: 6.3725
HOMO level, eV: -2.06
LUMO level, eV: 4.31

Here are the natural (NBO) charges for atoms 1 to 8, given in e: number 1, C, carries 0.262; number 2, O, carries -0.809; number 3, C, carries -0.802; number 4, C, carries -0.844; number 5, H, carries 0.028; number 6, H, carries 0.165; number 7, H, carries 0.163; number 8, H, carries 0.180

=====

Version ii
ORCA calculation (the ωB97M-V functional and the def2-TZVPD basis) on a cluster of 2 separate species, C3H7O in total.

```
! wB97M-V def2-TZVPD RIJCOSX def2/J DEFGRID3
* xyz -1 1
O 1.4274 1.0711 2.3137
H 0.7342 1.5313 1.9595
C 0.2728 -1.1915 -0.0680
C -0.4138 0.0023 -0.5009
C -1.1697 0.2439 -1.6311
H 0.0638 -1.7305 0.8268
H 1.4165 0.2722 1.9007
H 0.9453 -1.7763 -0.7396
H -0.4906 0.8273 0.3045
H -2.1833 0.6633 -1.8046
H -0.6025 0.0870 -2.5611
*
```

Calculated values
Orbital gap, eV: 5.6244
HOMO level, eV: -0.95
LUMO level, eV: 4.68

Here are the natural (NBO) charges for atoms 1 to 8, given in e: number 1, O, carries -0.960; number 2, H, carries 0.458; number 3, C, carries -0.869; number 4, C, carries -0.156; number 5, C, carries -0.745; number 6, H, carries 0.180; number 7, H, carries 0.473; number 8, H, carries 0.157

=====

Which one is most stable, and which one is least stable? version i is the most stable of them, while version ii is the least stable.

=====

Version i
ORCA calculation (the ωB97M-V functional and the def2-TZVPD basis) on the molecule C3H9N3.

```
! wB97M-V def2-TZVPD RIJCOSX def2/J DEFGRID3
* xyz 0 1
H 1.5967 2.7855 0.3972
N 1.6790 1.8242 0.1020
C 0.5731 1.2159 0.2902
N 0.3465 -0.0736 -0.0912
C 1.4141 -0.8297 -0.7146
N -0.6686 -0.7939 0.5352
C -2.0143 -0.5403 0.0445
H -0.3168 1.6298 0.7722
H 2.2421 -0.9675 0.0327
H 0.9770 -1.7798 -1.0354
H 1.8394 -0.2734 -1.5804
H -0.6013 -0.6751 1.5274
H -2.3677 0.4774 0.1909
H -2.0158 -0.7541 -1.0430
H -2.6835 -1.2454 0.5723
*
```

Calculated values
SMILES string: [H]/N=C/N(C)NC
Orbital gap, eV: 9.6595
HOMO level, eV: -8.73
LUMO level, eV: 0.93

Here are the natural (NBO) charges for atoms 1 to 8, given in e: number 1, H, carries 0.343; number 2, N, carries -0.729; number 3, C, carries 0.272; number 4, N, carries -0.294; number 5, C, carries -0.418; number 6, N, carries -0.454; number 7, C, carries -0.414; number 8, H, carries 0.143

=====

Version ii
ORCA calculation (the ωB97M-V functional and the def2-TZVPD basis) on a cluster of 2 separate species, C3H9N3 in total.

```
! wB97M-V def2-TZVPD RIJCOSX def2/J DEFGRID3
* xyz 0 1
C 1.3643 2.2967 -2.0922
C 0.5310 1.1370 -1.9122
N 0.0167 0.1568 -1.6154
H 0.7639 3.1453 -2.4192
H 2.1256 2.0977 -2.8464
H 1.8501 2.5528 -1.1504
C -0.0512 -1.2292 2.1612
N -1.2429 -1.7010 1.4737
N -1.6954 -1.2846 0.0879
H 0.0829 -1.6703 3.1474
H -0.1387 -0.1548 2.3333
H 0.8461 -1.4162 1.5497
H -1.2347 -2.7188 1.4419
H -1.5743 -0.3177 0.6954
H -1.6436 -0.8938 -0.8546
*
```

Calculated values
SMILES string: CC#N.CNN
Orbital gap, eV: 7.8154
HOMO level, eV: -7.22
LUMO level, eV: 0.60

Here are the natural (NBO) charges for atoms 1 to 8, given in e: number 1, C, carries -0.724; number 2, C, carries 0.306; number 3, N, carries -0.347; number 4, H, carries 0.254; number 5, H, carries 0.257; number 6, H, carries 0.258; number 7, C, carries -0.432; number 8, N, carries -0.453

=====

Which one is most stable, and which one is least stable? version i is the most stable of them, while version ii is the least stable.

=====

Version i
ORCA calculation (the ωB97M-V functional and the def2-TZVPD basis) on a cluster of 4 separate species, C3H9N3 in total.

```
! wB97M-V def2-TZVPD RIJCOSX def2/J DEFGRID3
* xyz 0 1
C 1.8647 -0.6993 -0.3577
C -0.5953 1.6221 -0.1151
C -1.1466 -0.6718 0.1523
H 1.3883 -1.5799 -0.7790
H 2.3939 -0.0528 -1.2297
H 2.7151 -0.9744 0.3852
H 0.7751 -0.1848 1.3983
H 0.0252 2.2136 1.1116
H -0.2065 2.1232 -1.4178
H -2.1413 1.7050 0.0546
H -0.7311 -1.5611 0.6701
H -2.6699 -1.7046 0.0327
N 0.9803 0.1521 0.4822
N -0.2220 0.3136 -0.1807
N -2.4298 -0.7008 -0.2070
*
```

Calculated values
Orbital gap, eV: 9.6784
HOMO level, eV: -9.07
LUMO level, eV: 0.61

Here are the natural (NBO) charges for atoms 1 to 8, given in e: number 1, C, carries -0.421; number 2, C, carries -0.413; number 3, C, carries 0.252; number 4, H, carries 0.187; number 5, H, carries 0.209; number 6, H, carries 0.203; number 7, H, carries 0.350; number 8, H, carries 0.210

=====

Version ii
ORCA calculation (the ωB97M-V functional and the def2-TZVPD basis) on a cluster of 2 separate species, C3H9N3 in total.

```
! wB97M-V def2-TZVPD RIJCOSX def2/J DEFGRID3
* xyz 0 1
H -1.2628 2.4296 -0.1753
N -1.6883 1.6399 0.2966
C -0.9434 1.1932 1.2236
N -1.4381 0.3813 2.2274
H 0.1233 1.4439 1.2565
H -0.9170 0.2740 3.0763
H -2.1145 -0.2873 1.9056
C 0.7573 -1.9478 -0.5412
N 1.6151 -1.0545 -0.7394
C 1.3246 -0.0468 -1.7668
H 1.0355 -2.7114 0.1822
H -0.2517 -1.9535 -0.9627
H 2.2746 0.2864 -2.1657
H 0.6587 -0.4434 -2.5329
H 0.8267 0.7966 -1.2841
*
```

Calculated values
SMILES string: [H]/N=C/N.C=NC
Orbital gap, eV: 10.3443
HOMO level, eV: -9.33
LUMO level, eV: 1.01

Here are the natural (NBO) charges for atoms 1 to 8, given in e: number 1, H, carries 0.345; number 2, N, carries -0.719; number 3, C, carries 0.277; number 4, N, carries -0.843; number 5, H, carries 0.147; number 6, H, carries 0.395; number 7, H, carries 0.400; number 8, C, carries -0.070

=====

Which one is most stable, and which one is least stable? version ii is the most stable of them, while version i is the least stable.

=====

Version i
ORCA calculation (the ωB97M-V functional and the def2-TZVPD basis) on a cluster of 3 separate species, C3H9N3 in total.

```
! wB97M-V def2-TZVPD RIJCOSX def2/J DEFGRID3
* xyz 0 1
C -0.5756 -1.4740 0.5436
C -1.6923 0.5127 -0.2495
N -0.4417 -0.2004 -0.1258
C 1.3632 0.8116 0.1558
N 2.0084 0.3956 -0.9357
N 0.7090 1.0221 1.1410
H 2.8830 0.8326 -1.1793
H 1.4675 -0.1506 -1.5859
H 2.2376 1.6407 0.9784
H 0.3830 -1.9969 0.5721
H -2.3801 -0.0279 -0.9194
H -1.2781 -2.1294 0.0045
H -0.9515 -1.3830 1.5749
H -1.5150 1.4989 -0.6841
H -2.2176 0.6478 0.7093
*
```

Calculated values
Orbital gap (alpha / beta), eV: 7.5517 / 8.3338
HOMO level (alpha / beta), eV: -7.07 / -7.90
LUMO level (alpha / beta), eV: 0.48 / 0.44

Here are the natural (NBO) charges for atoms 1 to 8, given in e: number 1, C, carries -0.441; number 2, C, carries -0.434; number 3, N, carries -0.486; number 4, C, carries 0.432; number 5, N, carries -0.839; number 6, N, carries -0.271; number 7, H, carries 0.423; number 8, H, carries 0.435

=====

Version ii
ORCA calculation (the ωB97M-V functional and the def2-TZVPD basis) on a cluster of 4 separate species, C3H9N3 in total.

```
! wB97M-V def2-TZVPD RIJCOSX def2/J DEFGRID3
* xyz 0 1
C 0.4658 0.0994 1.8909
C 1.1999 0.7723 0.9998
N 1.9449 1.5152 0.3748
H 2.8319 1.8165 0.7591
H 0.4204 0.1825 -0.6901
H -1.0595 -1.0045 1.1255
H -0.0457 0.6640 2.6569
H 0.8727 -0.8302 2.2553
N -1.4195 0.4765 -1.6260
C -0.4066 -0.3831 -1.2859
N -0.1281 -1.3439 -2.0698
H -1.6791 1.1980 -0.9723
H -2.1781 0.0479 -2.1408
H 0.7749 -1.7730 -1.9003
H -1.5939 -1.4376 0.6228
*
```

Calculated values
Orbital gap, eV: 9.5636
HOMO level, eV: -9.00
LUMO level, eV: 0.57

Here are the natural (NBO) charges for atoms 1 to 8, given in e: number 1, C, carries -0.691; number 2, C, carries 0.439; number 3, N, carries -0.645; number 4, H, carries 0.401; number 5, H, carries 0.152; number 6, H, carries -0.005; number 7, H, carries 0.255; number 8, H, carries 0.257

=====

Which one is most stable, and which one is least stable? version ii is the most stable of them, while version i is the least stable.